The following is a DFT calculation (ωB97M-V with the def2-TZVPD basis set) of an isolated ion of composition C4H12PS2 and charge +1.

LUMO level: -0.11524 Eh
net charge: +1

Last column: Mulliken charge in e.
CARTESIAN COORDINATES (ANGSTROEM)
C  0.73289  1.60400  0.54144  -1.0239
C  0.47947  -0.32498  -1.82792  -1.1596
C  -1.81138  0.53449  -0.10144  -1.2953
C  0.51022  -1.27104  0.91797  -0.3944
P  -0.07351  0.11166  -0.11434  0.9109
S  2.32261  -1.54873  0.55350  -0.0704
S  -0.17396  -1.12618  2.65394  -0.1192
H  -0.09087  2.21035  1.03995  0.3630
H  0.98704  2.11256  -0.44705  0.3468
H  1.68013  1.45813  1.15276  0.2946
H  0.33272  0.69733  -2.28215  0.3840
H  -0.21545  -0.98978  -2.30484  0.3971
H  1.56363  -0.56076  -1.74043  0.4330
H  -2.18195  0.12985  0.81226  0.3861
H  -2.28319  0.00317  -0.86267  0.4406
H  -1.87976  1.57995  -0.32360  0.4482
H  0.05500  -2.44222  0.49948  0.3330
H  2.89118  -0.72412  1.40288  0.1405
H  1.00760  -0.90985  3.29121  0.1850

Cartesian forces (eV/Å) of the 2 atoms listed first:
C 0.1 0.7 -1.0
C 0.1 2.9 1.3